No. 1
{"formula": "C32H42BF6N5O5Os", "method": "wB97M-V/def2-TZVPD", "species": ["Os", "N", "C", "C", "C", "C", "N", "H", "H", "H", "H", "H", "H", "H", "H", "H", "H", "H", "H", "C", "C", "N", "C", "C", "C", "O", "O", "C", "O", "C", "C", "C", "F", "C", "C", "C", "N", "C", "C", "N", "C", "C", "H", "H", "H", "H", "H", "H", "H", "H", "H", "H", "H", "H", "H", "H", "H", "H", "H", "H", "C", "C", "C", "C", "C", "C", "C", "C", "O", "B", "O", "C", "C", "H", "H", "H", "H", "H", "H", "H", "H", "H", "H", "H", "H", "F", "C", "F", "C", "F", "F", "F"], "xyz": [[-0.300, -0.064, 0.100], [1.890, -0.242, 0.083], [2.905, 0.686, 0.712], [2.326, 1.873, 1.460], [1.937, 1.537, 2.895], [1.001, 0.348, 2.999], [-0.199, 0.538, 2.140], [2.012, -1.177, 0.468], [2.136, -0.293, -0.899], [3.545, 1.036, -0.092], [3.520, 0.083, 1.381], [1.478, 2.270, 0.900], [3.068, 2.672, 1.466], [1.476, 2.407, 3.370], [2.831, 1.310, 3.479], [0.672, 0.223, 4.031], [1.475, -0.587, 2.699], [-0.555, 1.485, 2.261], [-0.940, -0.057, 2.516], [-1.272, -6.923, -3.584], [-2.307, -6.201, -2.740], [-1.941, -4.793, -2.490], [-1.347, -4.483, -1.338], [-0.927, -3.222, -0.978], [-0.282, -3.117, 0.374], [-0.049, -4.119, 1.004], [0.076, -1.923, 0.808], [-1.112, -2.169, -1.895], [-0.784, -0.958, -1.722], [-1.744, -2.498, -3.159], [-1.978, -1.484, -4.095], [-2.605, -1.775, -5.268], [-2.857, -0.766, -6.122], [-3.020, -3.082, -5.599], [-2.774, -4.081, -4.671], [-2.159, -3.803, -3.444], [-3.649, -3.409, -6.818], [-4.877, -4.192, -6.796], [-4.791, -5.259, -7.891], [-3.928, -4.713, -9.005], [-4.167, -3.243, -9.189], [-3.616, -2.501, -7.964], [-1.581, -7.955, -3.743], [-0.306, -6.936, -3.079], [-1.137, -6.449, -4.557], [-2.408, -6.672, -1.765], [-3.298, -6.218, -3.191], [-1.191, -5.291, -0.634], [-1.691, -0.464, -3.867], [-3.040, -5.097, -4.922], [-5.750, -3.548, -6.953], [-5.016, -4.674, -5.833], [-5.765, -5.497, -8.316], [-4.317, -6.175, -7.546], [-4.097, -5.224, -9.871], [-2.948, -4.854, -8.754], [-5.243, -3.124, -9.303], [-3.684, -2.919, -10.107], [-4.214, -1.598, -7.825], [-2.587, -2.196, -8.146], [2.078, 5.109, -7.093], [0.862, 4.363, -6.544], [0.457, 3.289, -7.564], [-0.287, 5.367, -6.376], [1.148, 3.698, -5.196], [2.384, 3.808, -4.556], [2.650, 3.222, -3.318], [1.624, 2.513, -2.746], [1.584, 1.832, -1.539], [0.288, 1.315, -1.435], [-0.435, 1.627, -2.570], [0.397, 2.389, -3.364], [0.125, 2.966, -4.579], [1.823, 5.555, -8.055], [2.927, 4.442, -7.253], [2.391, 5.917, -6.431], [0.245, 3.753, -8.528], [-0.439, 2.751, -7.249], [1.261, 2.563, -7.702], [-0.494, 5.861, -7.327], [-0.030, 6.133, -5.644], [-1.206, 4.881, -6.046], [3.176, 4.374, -5.024], [3.613, 3.330, -2.838], [-0.855, 2.866, -5.027], [-2.551, 1.683, -1.061], [-2.130, 1.038, 0.048], [-2.226, 1.958, 1.073], [-3.239, -0.008, 0.352], [-2.784, -0.856, 1.317], [-3.512, -0.748, -0.725], [-4.356, 0.542, 0.786]], "homo_lumo_gap_ev": [6.5, 6.4], "e_tot_ha": -2608.92485, "max_force_ev_per_a": 0.430, "charge": 2, "homo_energy_ev": [-12.248, -12.262], "relative_energy_kcal_mol": 13.7}

---

No. 2
{"formula": "C12H8B2NO17Pb3", "method": "wB97M-V/def2-TZVPD", "species": ["Pb", "Pb", "Pb", "O", "C", "O", "B", "O", "C", "O", "O", "C", "O", "C", "O", "O", "O", "C", "O", "B", "O", "C", "O", "O", "C", "O", "C", "O", "O", "O", "H", "C", "C", "C", "C", "N", "H", "H", "H", "H", "H", "H", "H"], "xyz": [[3.456, 3.139, 2.164], [4.118, -0.880, 1.508], [2.860, 2.286, -1.739], [1.229, 0.222, -2.018], [1.571, -0.933, -2.327], [1.586, -1.388, -3.501], [2.532, -2.503, -3.539], [2.865, -2.730, -2.093], [2.311, -1.808, -1.362], [2.458, -1.652, -0.156], [3.791, -2.217, -4.274], [4.142, -3.289, -5.013], [5.231, -3.534, -5.509], [2.938, -4.269, -4.850], [1.996, -3.724, -4.178], [2.996, -5.439, -5.200], [-5.684, 2.181, 2.506], [-4.604, 2.669, 2.088], [-3.406, 2.059, 1.969], [-2.367, 2.953, 1.457], [-3.078, 4.248, 1.312], [-4.334, 4.098, 1.627], [-5.205, 4.984, 1.639], [-1.711, 2.368, 0.277], [-0.416, 2.502, 0.489], [0.510, 2.206, -0.279], [-0.166, 2.979, 1.945], [-1.368, 3.141, 2.517], [0.944, 3.103, 2.564], [3.327, 1.205, 0.429], [2.444, 0.787, 0.401], [-3.175, -1.466, 1.355], [-1.708, -1.193, 1.137], [-1.098, -0.835, 2.480], [0.341, -0.435, 2.405], [1.454, -0.184, 2.397], [-3.388, -2.281, 2.047], [-3.593, -1.679, 0.372], [-3.763, -0.664, 1.801], [-1.772, -0.332, 0.471], [-1.282, -1.992, 0.531], [-1.230, -1.618, 3.227], [-1.751, -0.083, 2.923]], "homo_lumo_gap_ev": 1.6, "e_tot_ha": -2423.33146, "max_force_ev_per_a": 6.305, "charge": 3, "homo_energy_ev": -15.855, "relative_energy_kcal_mol": 0.0}

---

No. 3
{"formula": "C33H55BF7NO11S", "method": "wB97M-V/def2-TZVPD", "species": ["C", "O", "C", "C", "C", "C", "C", "C", "O", "C", "O", "C", "C", "C", "C", "C", "C", "C", "C", "C", "C", "N", "B", "O", "O", "S", "O", "O", "C", "F", "F", "C", "F", "F", "C", "F", "F", "F", "H", "H", "H", "H", "H", "H", "H", "H", "H", "H", "H", "H", "H", "H", "H", "H", "H", "H", "H", "H", "H", "H", "H", "H", "H", "H", "H", "H", "H", "H", "H", "C", "C", "C", "O", "H", "H", "H", "H", "H", "H", "C", "C", "C", "O", "H", "H", "H", "H", "H", "H", "C", "C", "C", "O", "H", "H", "H", "H", "H", "H", "C", "C", "C", "O", "H", "H", "H", "H", "H", "H"], "xyz": [[-1.269, 1.010, 6.862], [-2.339, 1.889, 6.606], [-3.494, 1.271, 6.066], [-3.922, 1.950, 4.770], [-2.772, 2.062, 3.739], [-2.910, 1.141, 2.498], [-1.627, 0.336, 2.277], [-1.622, -0.874, 3.209], [-2.604, -1.819, 2.836], [-3.445, -2.200, 3.905], [-1.471, -0.196, 0.972], [-1.507, 0.751, -0.071], [-0.585, 1.960, 0.091], [0.907, 1.674, 0.164], [1.442, 0.601, 0.890], [2.806, 0.339, 0.923], [3.704, 1.156, 0.242], [3.187, 2.249, -0.438], [1.820, 2.518, -0.496], [1.428, 3.745, -1.294], [-1.226, 0.045, -1.404], [-0.264, -1.020, -1.349], [0.540, -1.192, -2.575], [0.861, -2.451, -3.046], [0.984, -0.095, -3.309], [-2.723, -0.574, -2.204], [-2.360, -0.950, -3.548], [-3.776, 0.401, -2.102], [-3.384, -2.070, -1.291], [-4.576, -2.261, -1.865], [-3.590, -1.746, -0.015], [-2.558, -3.397, -1.403], [-3.410, -4.383, -1.737], [-1.645, -3.309, -2.361], [-1.864, -3.865, -0.081], [-1.304, -2.885, 0.582], [-0.906, -4.738, -0.419], [-2.731, -4.494, 0.690], [-1.622, 0.085, 7.321], [-0.697, 0.773, 5.958], [-0.591, 1.492, 7.563], [-4.298, 1.380, 6.796], [-3.328, 0.206, 5.889], [-4.246, 2.956, 5.027], [-4.745, 1.403, 4.317], [-2.749, 3.088, 3.379], [-1.823, 1.900, 4.247], [-3.747, 0.455, 2.611], [-3.140, 1.787, 1.655], [-0.761, 0.933, 2.577], [-0.628, -1.333, 3.198], [-1.800, -0.515, 4.224], [-4.072, -3.015, 3.554], [-4.083, -1.368, 4.219], [-2.872, -2.549, 4.769], [-2.529, 1.136, -0.150], [-0.759, 2.582, -0.781], [-0.890, 2.570, 0.943], [0.797, -0.086, 1.416], [3.155, -0.525, 1.475], [4.760, 0.949, 0.249], [3.884, 2.887, -0.967], [2.133, 4.543, -1.070], [0.449, 4.134, -1.044], [1.509, 3.529, -2.359], [-0.929, 0.838, -2.100], [0.275, -0.957, -0.494], [1.491, -2.928, -2.497], [0.384, 0.070, -4.048], [8.801, 1.046, 0.244], [7.684, 1.973, -0.168], [7.811, 2.638, -1.516], [6.729, 2.172, 0.548], [8.589, 0.635, 1.228], [8.894, 0.230, -0.474], [9.745, 1.592, 0.280], [7.865, 1.883, -2.302], [8.716, 3.245, -1.550], [6.947, 3.274, -1.691], [-5.238, 0.311, -8.137], [-3.842, 0.363, -7.557], [-3.634, -0.308, -6.223], [-2.940, 0.919, -8.140], [-5.254, 0.828, -9.094], [-5.543, -0.726, -8.284], [-5.942, 0.792, -7.457], [-3.876, -1.369, -6.296], [-4.273, 0.149, -5.466], [-2.599, -0.201, -5.919], [0.754, -5.865, -6.093], [1.184, -5.927, -4.647], [0.118, -5.674, -3.611], [2.329, -6.163, -4.337], [1.609, -6.061, -6.736], [-0.019, -6.611, -6.286], [0.354, -4.876, -6.320], [-0.680, -6.413, -3.704], [-0.300, -4.678, -3.748], [0.554, -5.744, -2.618], [2.568, 3.464, 5.237], [3.238, 3.379, 3.886], [4.601, 2.739, 3.813], [2.712, 3.799, 2.880], [1.596, 3.942, 5.133], [2.432, 2.462, 5.650], [3.183, 4.047, 5.924], [4.546, 1.704, 4.156], [5.323, 3.278, 4.430], [4.932, 2.758, 2.776]], "smiles": "COCCCC[C@@H](COC)O[C@@H](Cc1ccccc1C)[C@@H](NB(O)O)S(=O)(=O)C(F)(F)C(F)(F)C(F)(F)F.CC(C)=O.CC(C)=O.CC(C)=O.CC(C)=O", "homo_lumo_gap_ev": 9.3, "e_tot_ha": -3294.95954, "max_force_ev_per_a": 1.587, "homo_energy_ev": -8.872}

---

No. 4
{"formula": "C2H2N2OS2", "method": "wB97M-V/def2-TZVPD", "species": ["S", "C", "N", "N", "O", "C", "S", "H", "H"], "xyz": [[2.267, 2.498, -0.149], [1.341, 1.327, 0.472], [0.656, 0.352, -0.170], [-0.089, -0.502, 0.713], [0.234, 0.083, 2.064], [1.101, 1.045, 1.910], [1.654, 1.823, 3.217], [0.182, 0.340, -1.066], [-1.097, -0.135, 0.637]], "smiles": "S=c1[nH][nH]oc1=S", "homo_lumo_gap_ev": 7.9, "e_tot_ha": -1058.42042, "max_force_ev_per_a": 2.736, "homo_energy_ev": -9.036, "relative_energy_kcal_mol": 58.5}

---

No. 5
{"formula": "C3H4INOS", "method": "wB97M-V/def2-TZVPD", "species": ["C", "C", "C", "N", "O", "S", "I", "H", "H", "H", "H"], "xyz": [[-2.914, -0.474, -1.219], [0.479, 0.988, 1.102], [0.709, -0.921, -0.831], [-2.053, -1.252, -0.953], [-3.858, 0.170, -1.320], [0.870, -0.618, 0.851], [0.521, 0.607, -2.327], [0.290, 1.611, 0.097], [0.055, 1.261, 2.009], [1.549, -1.585, -1.225], [-0.997, -1.195, -1.084]], "homo_lumo_gap_ev": [7.4, 7.4], "e_tot_ha": -942.47393, "max_force_ev_per_a": 4.367, "homo_energy_ev": [-8.734, -8.741], "relative_energy_kcal_mol": 69.4}

---

No. 6
{"formula": "C4H10N2", "method": "wB97M-V/def2-TZVPD", "species": ["C", "N", "H", "H", "H", "C", "C", "C", "N", "H", "H", "H", "H", "H", "H", "H"], "xyz": [[-3.234, -0.597, 0.071], [-2.514, -0.499, 1.109], [-3.856, 0.269, -0.142], [-3.396, -1.525, -0.477], [-2.104, -1.406, 1.338], [2.309, 1.366, -1.055], [1.422, 0.841, 0.049], [0.303, -1.282, 0.514], [1.025, -0.587, -0.214], [2.725, 2.339, -0.802], [3.184, 0.722, -1.159], [1.822, 1.403, -2.026], [0.508, 1.408, 0.211], [1.974, 0.749, 0.993], [0.021, -1.060, 1.547], [-0.190, -2.141, 0.045]], "homo_lumo_gap_ev": [9.0, 5.4], "e_tot_ha": -267.51034, "s_squared": 0.7584, "max_force_ev_per_a": 2.634, "spin_multiplicity": 2, "charge": 1, "homo_energy_ev": [-14.095, -14.089], "relative_energy_kcal_mol": 86.8}